Entry 1:
This record from OMol25 describes a cluster of 2 separate species, C2H9NO in total at a distorted geometry. The level of theory is ωB97M-V with the def2-TZVPD basis set.

Structure (XYZ):
```
13
Properties=species:S:1:pos:R:3
H -2.30748 -0.52088 0.65302
C -1.36962 -0.19118 0.19700
H -0.39009 -2.02774 0.56968
H -0.03333 -0.80067 1.80648
H 1.54043 -0.02129 -0.69811
H -0.41758 1.50193 -0.62831
N -0.23691 -1.02659 0.81827
H -0.63842 1.71116 1.03714
H -1.45903 -0.46757 -0.92743
C -1.13559 1.22809 0.12592
O 2.46251 -0.11909 -1.05284
H -2.02396 1.74851 -0.25176
H 2.71905 0.79390 -0.80340
```

Values from the calculation:
DFT total energy = -5756.7585 eV
Total charge = 0
Kohn-Sham gap = 10.31 eV
E_HOMO = -9.360 eV
Energy relative to the best compared isomer or geometry (same formula, charge and spin) = 17.63 kcal per mole
SMILES string = CCN.O
LUMO = 0.0348 Ha



Entry 2:
This record from OMol25 describes a cluster of 2 separate species, C2H9NO in total at a distorted geometry. The level of theory is ωB97M-V with the def2-TZVPD basis set.

Structure (XYZ):
```
13
Properties=species:S:1:pos:R:3
H 2.38148 1.34599 0.45460
H -2.18204 1.39582 0.34883
C 2.14562 0.60547 -0.21723
H -3.53345 0.20476 0.03612
H -2.03613 -1.30207 -0.76383
H 1.10255 0.96862 -0.49369
O 2.19062 -0.61812 0.33486
H -0.69661 -0.31223 -0.24386
H 2.67632 0.49191 -1.14697
H -2.37560 -0.11728 1.35197
H 1.15974 -0.90090 0.78989
N -1.68172 -0.34930 -0.57696
C -2.52048 0.33044 0.38836
```

Values from the calculation:
DFT total energy = -5755.3940 eV
Total charge = 0
Kohn-Sham gap = 9.81 eV
E_HOMO = -9.298 eV
Energy relative to the best compared isomer or geometry (same formula, charge and spin) = 49.10 kcal per mole
SMILES string = CN.CO
LUMO = 0.0187 Ha



Entry 3:
This record from OMol25 describes a cluster of 2 separate species, C2H9NO2 in total at a distorted geometry. The level of theory is ωB97M-V with the def2-TZVPD basis set.

Structure (XYZ):
```
14
Properties=species:S:1:pos:R:3
H 1.59824 0.47096 -2.21226
H -0.94562 -1.82679 -0.48369
H 0.17553 -0.21165 0.51654
C 1.75381 1.65114 -0.57805
O 1.28229 0.49496 -1.29635
H 2.05474 1.37563 0.44326
C -1.15986 -1.60185 0.56546
H 0.94670 2.36919 -0.68884
H -2.12017 0.15294 0.29059
O -0.08666 -0.83825 1.18939
H -1.16643 -2.49200 1.18208
H -2.66440 -0.67350 1.54106
N -2.37091 -0.78684 0.57701
H 2.70273 1.91606 -1.04619
```

Values from the calculation:
DFT total energy = -7804.0085 eV
Total charge = 0
Kohn-Sham gap = 10.06 eV
E_HOMO = -9.356 eV
Energy relative to the best compared isomer or geometry (same formula, charge and spin) = 16.54 kcal per mole
SMILES string = NCO.CO
LUMO = 0.0259 Ha



Entry 4:
This record from OMol25 describes a cluster of 3 separate species, C2H9NO2 in total at a distorted geometry. The level of theory is ωB97M-V with the def2-TZVPD basis set.

Structure (XYZ):
```
14
Properties=species:S:1:pos:R:3
C 2.10209 1.41819 1.33802
H 2.57243 2.37418 1.03691
N 0.66895 1.52352 -0.61591
H -2.43922 -1.54432 1.14656
H -0.12924 -1.04841 -1.34702
H 1.13208 -0.17486 0.55513
H -1.12960 -0.08523 -1.08430
H -2.15674 -2.09514 -0.20055
C 1.45090 0.84141 0.36036
H 2.29422 1.34405 2.45632
H 0.99559 2.47183 -0.78976
O -2.28385 -2.39986 0.72828
O -1.06637 -0.96426 -1.60328
H -0.33837 1.44872 -0.65217
```

Values from the calculation:
DFT total energy = -7802.7252 eV
Total charge = 0
Kohn-Sham gap = 9.15 eV
E_HOMO = -8.808 eV
Energy relative to the best compared isomer or geometry (same formula, charge and spin) = 46.14 kcal per mole
SMILES string = C=CN.O.O
LUMO = 0.0127 Ha